This record from OMol25 describes a molecular structure, CaH6N4O15 at a distorted geometry. The level of theory is ωB97M-V/def2-TZVPD.

Calculated values
* net charge: -2
* molar mass: 342.1 g/mol
* multiplicity: 1
* energy above the lowest of the compared OMol25 structures with the same formula, charge and spin: 68.5 kcal per mole
* max |F|: 0.1823 Eh/bohr
* LUMO energy: 3.6 eV
* frontier orbital gap: 0.1908 hartree

```
26
CaH6N4O15 | OMol25 | ωB97M-V/def2-TZVPD
Ca -2.703 -8.693 -14.575
N -0.740 -7.599 -17.332
O -1.461 -7.857 -16.379
O -1.241 -7.394 -18.441
O 0.420 -7.659 -17.148
N 0.575 -10.030 -14.193
O 1.260 -11.009 -13.899
O 1.182 -9.090 -14.364
O -0.659 -10.005 -14.211
N -3.705 -10.548 -17.644
O -3.911 -11.760 -17.726
O -3.347 -10.093 -16.573
O -3.880 -9.769 -18.562
N -0.657 -6.186 -13.163
O 0.538 -6.276 -13.367
O -1.410 -6.924 -13.712
O -1.095 -5.302 -12.537
O -3.666 -8.118 -12.543
H -4.187 -8.708 -11.999
H -3.372 -7.434 -11.942
O -3.576 -10.701 -13.486
H -4.425 -11.095 -13.287
H -2.984 -11.446 -13.591
O -4.443 -7.198 -15.208
H -4.952 -6.536 -14.740
H -5.025 -7.499 -15.905
```

=====

This record from OMol25 describes a molecular structure, CaH8N4O16 at a distorted geometry. The level of theory is ωB97M-V/def2-TZVPD.

Calculated values
* net charge: -2
* molar mass: 360.2 g/mol
* multiplicity: 1
* energy above the lowest of the compared OMol25 structures with the same formula, charge and spin: 4.7 kcal per mole
* max |F|: 0.0485 Eh/bohr
* LUMO energy: 3.8 eV
* frontier orbital gap: 0.2064 hartree

```
29
CaH8N4O16 | OMol25 | ωB97M-V/def2-TZVPD
Ca 0.376 -0.067 -0.142
N -2.709 -0.006 1.609
O -2.737 1.109 2.132
O -3.469 -0.914 1.999
O -1.940 -0.226 0.630
N -1.348 -1.358 -3.116
O -2.451 -1.904 -3.052
O -0.728 -1.069 -2.058
O -0.822 -1.088 -4.212
N -1.589 2.746 -1.219
O -2.026 3.034 -2.347
O -0.629 1.918 -1.144
O -1.996 3.309 -0.209
N 0.490 -0.560 3.600
O 1.222 -1.416 4.165
O 0.541 -0.497 2.341
O -0.158 0.237 4.259
O 1.593 0.491 -2.086
H 2.396 1.006 -2.194
H 1.398 0.107 -2.951
O 2.704 -0.771 0.373
H 3.628 -0.552 0.236
H 2.698 -1.642 0.788
O 0.445 -2.448 -0.035
H 0.314 -2.903 -0.874
H 0.074 -3.018 0.647
O 1.406 1.832 0.850
H 2.055 1.949 1.549
H 1.259 2.702 0.462
```

=====

This record from OMol25 describes a molecular structure, CaI at a distorted geometry. The level of theory is ωB97M-V/def2-TZVPD.

Calculated values
* net charge: +1
* molar mass: 167.0 g/mol
* multiplicity: 1
* energy above the lowest of the compared OMol25 structures with the same formula, charge and spin: 35.8 kcal per mole
* max |F|: 0.1794 Eh/bohr
* LUMO energy: -5.7 eV
* frontier orbital gap: 0.3286 hartree

```
2
CaI | OMol25 | ωB97M-V/def2-TZVPD
Ca 0.099 0.200 1.108
I -0.099 -0.200 -1.108
```